(1)
Entry from the OMol25 dataset: a cluster of 2 separate species, C19H30IN4O4 in total at a distorted geometry (ωB97M-V/def2-TZVPD).

Results
Kohn-Sham gap (alpha / beta): 8.04 / 8.75 eV
Max |F|: 4.76 eV/Å

Geometry as ORCA input:
```
! RIJCOSX wB97M-V def2-TZVPD def2/J DEFGRID3
* xyz 0 2
C -7.2054 3.1401 0.0523
C -6.9296 1.8749 0.9027
O -6.5283 2.0105 1.9981
O -7.1806 0.5577 0.4585
C -6.4038 0.1908 -0.6419
O -6.5026 0.7477 -1.6816
C -5.4510 -1.0172 -0.4439
C -3.9257 -0.6559 -0.4067
C -3.6228 -0.1180 1.0125
N -3.2926 0.2705 2.0232
C -3.0299 -1.9282 -0.5988
C -3.6275 -3.2406 0.0608
N -2.5588 -4.1433 0.5749
C -3.4912 0.4825 -1.3994
I -3.7397 0.0124 -3.4903
C -2.0027 0.7912 -1.1994
N -0.9154 1.0009 -0.9932
H -6.8760 4.0363 0.6205
H -6.6111 3.1370 -0.8907
H -8.2963 3.2227 -0.1564
H -5.6952 -1.4517 0.5548
H -5.7100 -1.8063 -1.1818
H -1.9916 -1.7864 -0.2106
H -2.8965 -2.1789 -1.6801
H -4.3051 -3.0289 0.9135
H -4.1261 -3.8094 -0.7625
H -1.6343 -3.7519 0.4238
H -2.7387 -4.3235 1.5571
H -4.0334 1.4127 -1.1230
C 2.8255 1.4395 -0.6472
C 3.2599 0.5107 0.5125
C 3.9928 1.3118 1.6016
C 5.4223 1.6855 1.2331
C 6.2049 0.4354 0.8465
C 5.5285 -0.3629 -0.2778
N 4.0769 -0.6227 -0.0177
O 4.0028 -1.6083 0.8546
C 5.7176 0.4016 -1.6083
C 6.3167 -1.6665 -0.4949
C 1.9188 0.0583 1.1203
H 1.9105 1.0768 -1.1196
H 2.6276 2.4508 -0.2856
H 3.5453 1.5328 -1.4542
H 4.0240 0.7273 2.5294
H 3.4341 2.2190 1.8427
H 5.4254 2.4201 0.4217
H 5.9069 2.1681 2.0858
H 7.2158 0.7221 0.5435
H 6.3207 -0.1961 1.7346
H 5.1037 -0.0307 -2.4018
H 6.7563 0.3506 -1.9407
H 5.4950 1.4651 -1.5320
H 6.3904 -2.2668 0.4123
H 7.3405 -1.4473 -0.8037
H 5.8589 -2.2769 -1.2771
H 1.3617 -0.5747 0.4262
H 1.2923 0.9227 1.3493
H 2.0459 -0.4929 2.0537
*
```

=====

(2)
Entry from the OMol25 dataset: a structure of composition C12H8BeN2O4 at a distorted geometry (ωB97M-V/def2-TZVPD).

Results
Kohn-Sham gap: 4.77 eV
ΔE to the lowest compared entry with this formula, charge and spin: 6.0 kcal/mol
Max |F|: 13.77 eV/Å

Geometry as ORCA input:
```
! RIJCOSX wB97M-V def2-TZVPD def2/J DEFGRID3
* xyz 2 1
Be -0.0242 0.0454 -0.0415
O 0.2367 -1.5233 -2.3858
C -0.0002 -0.8713 -1.4263
C -0.9228 0.9521 0.9830
O -1.2459 1.5907 1.9152
C -1.0040 -1.2318 0.1890
O -1.5316 -2.2405 0.4920
C 0.0209 1.5121 -0.7614
O 0.3109 2.5557 -1.1635
C -3.8517 0.6084 -2.6071
H -3.3377 1.1163 -3.4286
H -4.0410 -0.4633 -2.7197
C -4.3133 1.2948 -1.5369
H -4.8904 0.8008 -0.7485
H -4.1843 2.3791 -1.4575
N 6.5877 -1.5635 3.3844
C 5.5729 -1.3174 2.8521
C 4.3045 -0.9763 2.2073
C 3.0888 -1.2014 2.8678
C 1.8888 -0.8760 2.2095
N 1.8860 -0.3752 0.9758
C 3.0352 -0.1765 0.3110
C 4.2795 -0.4359 0.9215
H 3.0633 -1.5930 3.8804
H 0.9152 -1.0419 2.7059
H 2.9801 0.2284 -0.7126
H 5.1997 -0.2212 0.3756
*
```

=====

(3)
Entry from the OMol25 dataset: the ion C10H17O3Si with charge -1 at a distorted geometry (ωB97M-V/def2-TZVPD).

Results
Kohn-Sham gap: 8.09 eV
ΔE to the lowest compared entry with this formula, charge and spin: 0.0 kcal/mol
Max |F|: 4.14 eV/Å

Geometry as ORCA input:
```
! RIJCOSX wB97M-V def2-TZVPD def2/J DEFGRID3
* xyz -1 1
C 0.9734 1.7027 1.7318
C 1.0516 1.0375 0.6033
C 2.3932 0.9286 -0.1003
C -2.1510 1.2399 0.5717
C -2.2462 1.7778 -0.8848
C -1.3214 -0.0720 0.6034
C -0.8750 1.8437 -1.5344
C -0.0428 0.0762 -0.2473
C -0.2400 -2.9370 -0.6853
C 1.9598 -2.1605 0.9786
O 3.2488 1.7962 -0.0294
O 2.5425 -0.1486 -0.7059
O -0.3238 0.6147 -1.4869
Si 1.1909 -1.4774 -0.5805
H 0.0826 1.8378 2.2424
H 1.7841 2.3265 2.0791
H -1.7839 2.0815 1.1709
H -3.1503 1.0681 0.9959
H -2.8746 1.0723 -1.3455
H -2.8633 2.6437 -0.6896
H -0.9093 -0.4331 1.5954
H -1.7227 -0.9603 0.2227
H -1.2118 2.0334 -2.5969
H -0.3153 2.6179 -1.0323
H -0.0291 -3.5214 -1.6482
H -0.4095 -3.6307 0.2025
H -1.2454 -2.5379 -1.0260
H 2.3952 -1.3807 1.6502
H 1.5796 -3.0834 1.5136
H 2.9084 -2.6646 0.4846
H 1.6055 -1.6908 -2.0529
*
```

=====

Number 1: calculated total energy -42436.831 eV. Number 2: calculated total energy -24120.635 eV. Number 3: calculated total energy -24665.530 eV.